<i>
{
  "formula": "C2H4NO2",
  "method": "ωB97M-V/def2-TZVPD",
  "species": ["C", "C", "N", "O", "O", "H", "H", "H", "H"],
  "xyz": [[1.06, -1.89, -0.19], [0.13, -0.68, -0.07], [-1.22, 2.13, 0.24], [1.31, -2.51, 0.79], [0.52, 0.28, 0.39], [1.44, -2.11, -1.21], [-0.87, -0.66, -0.59], [-1.20, 2.56, 1.19], [-1.17, 2.88, -0.56]],
  "lowdin_charge": [-0.07, -0.10, 0.14, 0.25, 0.29, 0.19, 0.21, 0.02, 0.07],
  "spin_multiplicity": 1,
  "e_homo_ev": [-15.731, -15.414],
  "charge": 1
}

<ii>
{
  "formula": "C2H4NO2",
  "method": "ωB97M-V/def2-TZVPD",
  "species": ["C", "C", "N", "O", "O", "H", "H", "H", "H"],
  "xyz": [[1.70, -0.39, 0.06], [-0.85, -0.24, -0.08], [-1.58, 0.79, -0.09], [-0.68, -1.36, -0.21], [0.75, 0.40, -0.03], [2.68, 0.02, -0.14], [1.72, -1.48, 0.39], [-2.64, 0.62, 0.07], [-1.09, 1.65, 0.03]],
  "lowdin_charge": [0.15, -0.40, 0.27, 0.25, 0.07, 0.13, 0.17, 0.23, 0.14],
  "spin_multiplicity": 1,
  "e_homo_ev": -16.952,
  "charge": 1
}

Taking the most stable structure as the zero point, the relative energies in kcal/mol are <i> 109.8; <ii> 0.0.

<i>
{
  "formula": "C16H18N2O4S",
  "method": "ωB97M-V/def2-TZVPD",
  "species": ["C", "O", "C", "C", "C", "C", "C", "C", "N", "C", "C", "N", "O", "S", "O", "O", "C", "C", "C", "C", "C", "C", "C", "H", "H", "H", "H", "H", "H", "H", "H", "H", "H", "H", "H", "H", "H", "H", "H", "H", "H"],
  "xyz": [[-0.64, 0.39, 2.68], [-0.16, 1.27, 1.68], [0.84, 0.90, 0.85], [1.55, 1.96, 0.28], [2.59, 1.73, -0.59], [2.97, 0.43, -0.91], [2.26, -0.62, -0.37], [1.19, -0.41, 0.50], [0.40, -1.50, 0.95], [1.08, -2.67, 1.47], [0.60, -3.02, 2.88], [-0.73, -3.13, 3.00], [1.37, -3.20, 3.80], [-0.85, -1.88, -0.14], [-2.01, -2.17, 0.67], [-0.41, -2.92, -1.03], [-1.11, -0.37, -1.05], [-0.38, -0.14, -2.20], [-0.52, 1.06, -2.87], [-1.40, 2.03, -2.40], [-1.55, 3.33, -3.13], [-2.15, 1.77, -1.26], [-2.01, 0.57, -0.58], [-1.31, -0.37, 2.28], [0.19, -0.10, 3.20], [-1.18, 1.02, 3.38], [1.25, 2.96, 0.54], [3.13, 2.57, -1.02], [3.79, 0.25, -1.58], [2.51, -1.64, -0.64], [2.16, -2.50, 1.52], [0.89, -3.53, 0.81], [-1.36, -2.92, 2.23], [-1.12, -3.34, 3.91], [0.29, -0.91, -2.55], [0.06, 1.25, -3.76], [-1.87, 4.12, -2.45], [-0.61, 3.62, -3.60], [-2.30, 3.23, -3.91], [-2.85, 2.51, -0.89], [-2.59, 0.35, 0.30]],
  "lowdin_charge": [-0.06, -0.07, -0.22, 0.01, -0.07, -0.08, -0.03, -0.23, -0.17, -0.09, -0.54, 0.19, 0.05, 0.73, -0.30, -0.27, -0.27, -0.05, -0.02, -0.26, -0.04, -0.02, -0.05, 0.06, 0.10, 0.10, 0.12, 0.11, 0.10, 0.13, 0.14, 0.13, 0.05, 0.12, 0.12, 0.12, 0.08, 0.08, 0.09, 0.12, 0.12],
  "spin_multiplicity": 1,
  "e_homo_ev": -8.846,
  "smiles": "COc1ccccc1N(CC(N)=O)S(=O)(=O)c1ccc(C)cc1"
}

<ii>
{
  "formula": "C16H18N2O4S",
  "method": "ωB97M-V/def2-TZVPD",
  "species": ["C", "O", "C", "C", "C", "C", "C", "N", "O", "C", "C", "O", "N", "C", "C", "C", "C", "C", "S", "C", "O", "C", "C", "H", "H", "H", "H", "H", "H", "H", "H", "H", "H", "H", "H", "H", "H", "H", "H", "H", "H"],
  "xyz": [[-5.54, -1.04, -0.22], [-4.39, -0.53, 0.52], [-3.38, -0.12, -0.03], [-3.27, 0.11, -1.46], [-2.05, 0.66, -1.91], [-1.12, 0.91, -0.74], [0.10, 1.67, -1.53], [1.21, 1.68, -0.80], [2.34, 2.43, -1.31], [3.35, 2.54, -0.55], [3.83, 1.23, 0.32], [4.49, 1.08, 1.33], [3.71, 0.13, -0.52], [3.93, -1.12, -0.02], [2.62, -1.90, -0.12], [1.33, -1.29, 0.47], [0.41, -2.24, 0.34], [0.80, -3.53, 0.10], [2.55, -3.42, -0.64], [-1.31, 0.78, 0.54], [-0.30, 1.14, 1.29], [-0.47, 1.04, 2.71], [-2.43, 0.14, 0.76], [-6.22, -1.43, 0.35], [-6.11, -0.07, -0.79], [-5.18, -1.91, -0.82], [-3.91, -0.25, -2.10], [-1.91, 0.97, -2.83], [0.28, 1.75, -2.49], [4.17, 3.17, -1.03], [2.99, 3.18, 0.27], [3.32, 0.41, -1.51], [4.56, -1.73, -0.70], [4.48, -1.12, 0.92], [1.33, -0.19, 0.54], [-0.60, -2.32, 0.52], [0.39, -4.47, -0.18], [-0.53, 0.25, 3.01], [-1.26, 1.69, 2.91], [0.48, 1.50, 3.42], [-2.69, 0.21, 1.97]],
  "lowdin_charge": [0.01, -0.02, -0.43, 0.04, 0.06, -0.06, 0.05, 0.10, -0.14, -0.23, -0.39, 0.05, 0.01, -0.25, -0.59, -0.06, -0.27, -0.26, 1.03, -0.37, -0.05, 0.00, 0.01, 0.01, 0.18, 0.12, 0.04, 0.05, 0.06, 0.16, 0.11, 0.20, 0.11, 0.13, 0.08, 0.08, 0.03, -0.07, 0.08, 0.19, 0.21],
  "spin_multiplicity": 1,
  "e_homo_ev": -7.614,
  "smiles": "COc1ccc(/C=N/OCC(=O)NCc2cccs2)c(OC)c1"
}

Taking the most stable structure as the zero point, the relative energies in kcal/mol are <i> 0.0; <ii> 327.8.

<i>
{
  "formula": "C5H15NOS",
  "method": "ωB97M-V/def2-TZVPD",
  "species": ["C", "N", "C", "C", "C", "C", "S", "H", "H", "H", "H", "H", "H", "H", "H", "H", "H", "H", "H", "H", "O", "H", "H"],
  "xyz": [[2.58, 1.48, -0.55], [1.43, 0.85, 0.04], [0.19, 1.37, -0.58], [-0.37, 2.53, 0.33], [-0.88, 0.27, -0.57], [-0.31, -1.14, -0.80], [-1.61, -2.45, -0.82], [2.56, 1.59, -1.64], [3.50, 0.93, -0.41], [2.83, 2.52, -0.19], [1.31, 0.84, 1.04], [0.28, 1.75, -1.59], [0.35, 3.33, 0.24], [-0.35, 2.20, 1.38], [-1.34, 2.81, -0.05], [-1.59, 0.39, -1.39], [-1.38, 0.22, 0.42], [0.42, -1.39, -0.04], [0.21, -1.27, -1.76], [-1.90, -2.43, 0.47], [0.27, -0.44, 2.84], [0.64, -1.29, 2.65], [0.06, -0.25, 3.75]],
  "lowdin_charge": [-0.16, -0.09, -0.39, -0.05, -0.25, -0.57, 0.67, 0.08, 0.06, 0.08, 0.08, 0.13, 0.06, 0.07, 0.07, 0.10, 0.11, 0.05, 0.07, -0.18, -0.03, 0.03, 0.04],
  "spin_multiplicity": 1,
  "e_homo_ev": -8.254,
  "smiles": "CN[C@H](C)CCS.O"
}

<ii>
{
  "formula": "C5H15NOS",
  "method": "ωB97M-V/def2-TZVPD",
  "species": ["C", "C", "N", "C", "C", "C", "S", "H", "H", "H", "H", "H", "H", "H", "H", "H", "H", "H", "H", "H", "O", "H", "H"],
  "xyz": [[3.02, 0.29, 0.17], [1.53, 0.71, 0.57], [0.54, -0.30, 0.19], [-0.84, 0.18, 0.11], [-1.47, 0.73, 1.39], [-1.89, -0.81, -0.60], [-3.62, -0.19, -0.62], [3.10, -0.18, -0.76], [3.41, -0.53, 0.87], [3.70, 1.12, -0.08], [1.50, 0.86, 1.66], [1.32, 1.65, -0.02], [0.48, -1.14, 0.77], [-0.75, 1.00, -0.59], [-0.78, 0.94, 2.27], [-2.07, -0.11, 1.81], [-2.09, 1.55, 1.05], [-1.89, -1.82, -0.26], [-1.59, -0.93, -1.64], [-3.83, 0.00, 0.78], [0.64, -0.73, -2.58], [0.76, -0.63, -1.62], [0.80, -1.65, -2.88]],
  "lowdin_charge": [-0.09, -0.23, -0.10, -0.45, -0.11, -0.50, 0.68, 0.02, 0.09, 0.07, 0.09, 0.14, 0.13, 0.12, 0.09, 0.06, 0.06, 0.05, 0.05, -0.10, -0.10, -0.03, 0.05],
  "spin_multiplicity": 1,
  "e_homo_ev": -9.000,
  "smiles": "CCN[C@H](C)CS.O"
}

Taking the most stable structure as the zero point, the relative energies in kcal/mol are <i> 0.0; <ii> 9.5.

<i>
{
  "formula": "CH4NO3",
  "method": "ωB97M-V/def2-TZVPD",
  "species": ["N", "C", "O", "O", "H", "H", "H", "H", "O"],
  "xyz": [[-1.12, -0.86, -0.55], [-1.07, 0.28, 0.28], [-0.08, 0.30, 1.06], [-2.02, 1.08, 0.18], [-1.81, -0.91, -1.29], [-0.24, -1.34, -0.69], [1.62, 0.28, 0.89], [2.21, 0.80, -0.34], [2.52, 0.37, 0.46]],
  "lowdin_charge": [0.08, -0.84, -0.12, -0.09, 0.06, 0.06, -0.01, 0.00, -0.14],
  "spin_multiplicity": 1,
  "e_homo_ev": -4.395,
  "charge": -1
}

<ii>
{
  "formula": "CH4NO3",
  "method": "ωB97M-V/def2-TZVPD",
  "species": ["C", "N", "O", "O", "O", "H", "H", "H", "H"],
  "xyz": [[0.09, -0.50, -1.64], [-0.40, -1.32, -0.76], [-1.07, -0.88, 0.34], [0.07, 1.34, 2.03], [0.71, 0.10, 1.64], [0.60, -0.98, -2.44], [0.24, 0.65, -1.45], [-0.18, -0.33, 0.98], [-0.07, 1.92, 1.29]],
  "lowdin_charge": [-0.14, -0.20, -0.26, -0.20, -0.27, 0.00, 0.08, -0.03, 0.03],
  "spin_multiplicity": 1,
  "e_homo_ev": -3.644,
  "charge": -1
}

Taking the most stable structure as the zero point, the relative energies in kcal/mol are <i> 0.0; <ii> 155.7.

<i>
{
  "formula": "C4H14NO",
  "method": "ωB97M-V/def2-TZVPD",
  "species": ["C", "C", "N", "C", "C", "H", "H", "H", "H", "H", "H", "H", "H", "H", "H", "H", "H", "H", "H", "O"],
  "xyz": [[0.31, 1.33, -1.96], [1.16, 1.14, -0.72], [0.18, 0.51, 0.20], [0.77, -0.23, 1.48], [-0.36, -0.83, 2.30], [-0.15, 0.36, -2.30], [0.75, 1.51, -2.82], [-0.49, 2.12, -1.90], [1.98, 0.42, -1.02], [1.66, 2.14, -0.37], [-0.42, -0.15, -0.24], [-0.54, 1.16, 0.53], [1.61, 0.38, 1.97], [1.40, -1.02, 1.01], [-0.11, -1.93, 2.68], [-0.52, -0.32, 3.10], [-1.10, -1.09, 1.60], [-2.61, -1.30, -1.45], [-1.75, -2.57, -0.88], [-1.74, -1.64, -1.21]],
  "lowdin_charge": [-0.09, -0.17, 0.02, -0.13, -0.04, 0.10, 0.02, 0.12, 0.15, 0.17, 0.08, 0.19, 0.16, 0.13, 0.15, 0.01, 0.06, 0.06, 0.08, -0.06],
  "spin_multiplicity": 1,
  "e_homo_ev": -15.811,
  "charge": 1
}

<ii>
{
  "formula": "C4H14NO",
  "method": "ωB97M-V/def2-TZVPD",
  "species": ["C", "C", "N", "C", "C", "H", "H", "H", "H", "H", "H", "H", "H", "H", "H", "H", "H", "H", "H", "O"],
  "xyz": [[1.31, -0.85, -0.93], [0.81, -0.32, 0.40], [-0.25, 0.79, 0.28], [0.28, 2.14, 0.02], [0.18, -1.36, 1.33], [0.66, -0.88, -1.80], [1.60, -1.86, -0.67], [2.24, -0.40, -1.26], [1.59, 0.05, 1.07], [-0.93, 0.41, -0.41], [-0.72, 0.78, 1.18], [0.63, 2.56, 0.96], [1.23, 1.98, -0.54], [-0.24, 2.81, -0.64], [0.27, -2.34, 0.80], [-0.86, -1.27, 1.63], [0.69, -1.50, 2.30], [-2.88, -0.90, -0.79], [-2.86, 0.17, -1.94], [-2.74, 0.03, -0.99]],
  "lowdin_charge": [-0.03, -0.35, 0.01, 0.01, -0.04, 0.10, 0.09, 0.09, 0.15, 0.12, 0.16, 0.11, 0.11, 0.10, 0.10, 0.08, 0.10, 0.06, 0.07, -0.03],
  "spin_multiplicity": 1,
  "e_homo_ev": -16.065,
  "charge": 1
}

Taking the most stable structure as the zero point, the relative energies in kcal/mol are <i> 26.6; <ii> 0.0.

<i>
{
  "formula": "C4H8N3",
  "method": "ωB97M-V/def2-TZVPD",
  "species": ["C", "C", "N", "N", "C", "C", "N", "H", "H", "H", "H", "H", "H", "H", "H"],
  "xyz": [[1.96, -2.68, 0.93], [0.79, -2.00, 0.97], [0.91, -0.79, 0.34], [-0.09, -0.07, 0.39], [-0.42, 1.16, -0.07], [-1.08, 1.25, -1.44], [-0.32, 2.19, 0.77], [2.15, -3.58, 1.49], [2.75, -2.21, 0.26], [0.02, -2.32, 1.72], [-0.44, 1.11, -2.29], [-1.43, 2.19, -1.75], [-1.95, 0.61, -1.58], [-1.04, 2.99, 0.62], [0.12, 2.11, 1.73]],
  "lowdin_charge": [0.12, -0.19, 0.07, 0.10, -0.29, 0.03, 0.20, 0.08, 0.11, 0.14, 0.10, 0.07, 0.11, 0.19, 0.17],
  "spin_multiplicity": 1,
  "e_homo_ev": -14.237,
  "charge": 1,
  "smiles": "C=C/N=N/C(C)=[NH2+]"
}

<ii>
{
  "formula": "C4H8N3",
  "method": "ωB97M-V/def2-TZVPD",
  "species": ["C", "N", "C", "N", "N", "C", "C", "H", "H", "H", "H", "H", "H", "H", "H"],
  "xyz": [[2.36, 0.33, -0.08], [0.99, -0.21, 0.07], [0.56, -1.52, 0.03], [-0.68, -1.70, -0.04], [-1.19, -0.11, -0.02], [-2.50, 0.42, -0.04], [-0.08, 0.55, 0.07], [3.11, -0.12, 0.70], [2.17, 1.32, 0.12], [2.85, 0.04, -1.00], [1.17, -2.33, 0.08], [-2.53, 1.44, 0.11], [-3.09, 0.43, -0.88], [-3.24, -0.10, 0.76], [0.08, 1.56, 0.12]],
  "lowdin_charge": [0.05, -0.05, -0.12, 0.27, 0.01, -0.03, -0.04, 0.16, 0.06, 0.10, 0.13, 0.08, 0.07, 0.17, 0.15],
  "spin_multiplicity": 1,
  "e_homo_ev": -15.390,
  "charge": 1,
  "smiles": "Cn1cn[n+](C)c1"
}

Taking the most stable structure as the zero point, the relative energies in kcal/mol are <i> 8.6; <ii> 0.0.